No. 1
Formula: C29H44N10O5S4
Source: OMol25
Level of theory: ωB97M-V/def2-TZVPD

XYZ file:
```
92
Properties=species:S:1:pos:R:3:mulliken_charge:R:1
C -3.675 5.022 5.683 -0.96
C -4.902 4.924 4.691 0.25
C -5.825 3.666 4.934 -0.61
O -5.211 2.420 4.587 -0.46
C -5.531 2.051 3.224 -0.75
C -4.487 1.052 2.624 -0.32
C -4.818 -0.359 2.328 0.98
N -6.158 -0.839 2.581 -0.65
C -3.819 -1.286 1.783 -1.11
C -2.427 -0.882 1.502 0.49
C -2.095 0.503 1.805 0.22
C -3.090 1.442 2.324 -0.29
C -2.748 2.951 2.604 0.22
S -3.592 3.879 1.219 -0.13
C -2.985 5.620 1.202 -0.41
C -1.617 5.855 1.937 -0.93
S -0.412 1.122 1.550 -0.47
C 0.364 -0.217 0.611 0.52
C 1.693 0.078 0.053 0.37
O 2.340 1.298 0.267 -0.61
C 2.427 -0.917 -0.726 -1.11
C 1.738 -2.193 -0.943 0.13
C 0.408 -2.493 -0.387 0.14
C -0.161 -3.910 -0.730 -1.16
C -0.537 -3.891 -2.295 -0.64
C 0.576 -4.577 -3.193 -0.68
S 1.496 -3.324 -4.220 -0.19
C 1.873 -4.010 -5.874 0.24
S 2.887 -5.264 -6.222 -0.25
N 1.217 -3.334 -6.982 0.11
C 0.994 -3.992 -8.199 -0.17
C 0.305 -2.955 -8.946 -0.40
N 0.205 -1.783 -8.168 -0.63
C 0.763 -2.003 -6.961 0.03
C -0.312 -1.492 0.440 0.03
N -1.581 -1.904 0.968 -0.18
H -3.348 6.104 5.702 0.31
H -3.917 4.745 6.739 0.33
H -2.771 4.446 5.341 0.16
H -5.502 5.873 4.809 0.49
H -4.469 4.931 3.648 -0.35
H -6.764 3.853 4.331 0.30
H -6.091 3.671 6.029 0.40
H -6.523 1.509 3.291 0.18
H -5.709 2.947 2.580 0.29
H -6.840 -0.140 2.286 0.27
H -6.324 -1.674 2.012 0.26
H -4.183 -2.323 1.577 0.19
H -1.645 3.140 2.628 0.75
H -3.188 3.223 3.595 -0.37
H -2.816 5.884 0.117 0.39
H -3.819 6.280 1.549 0.31
H -1.314 6.925 1.735 0.36
H -0.786 5.223 1.532 0.23
H -1.759 5.772 3.044 0.20
H 1.702 2.032 0.183 0.15
H 3.449 -0.720 -1.127 0.53
H 2.295 -2.954 -1.535 0.27
H -1.080 -4.179 -0.148 0.26
H 0.610 -4.699 -0.554 0.55
H -0.554 -2.808 -2.614 0.39
H -1.569 -4.277 -2.497 0.42
H 0.038 -5.224 -3.944 0.44
H 1.283 -5.203 -2.587 0.38
H 1.262 -5.020 -8.495 0.32
H -0.090 -3.048 -9.980 0.35
H 0.850 -1.272 -6.131 0.34
H -2.080 -2.489 0.292 0.24
N 2.681 4.492 -1.699 -0.33
C 2.173 4.941 -2.881 0.62
N 1.729 3.963 -3.719 -0.34
O 2.120 6.124 -3.166 -0.65
H 2.735 3.522 -1.446 0.17
H 3.020 5.184 -1.054 0.18
H 1.347 4.254 -4.602 0.20
H 1.765 2.984 -3.504 0.16
N 5.835 -4.194 -0.625 -0.33
C 5.303 -3.783 -1.804 0.77
N 4.855 -4.786 -2.616 -0.31
O 5.227 -2.604 -2.119 -0.68
H 5.904 -5.156 -0.351 0.12
H 6.176 -3.480 0.005 0.29
H 4.452 -4.517 -3.499 0.13
H 4.905 -5.759 -2.380 0.14
N 8.196 -3.438 3.252 -0.39
C 7.087 -2.742 2.884 0.61
N 6.480 -2.057 3.890 -0.40
O 6.667 -2.731 1.738 -0.70
H 8.558 -3.460 4.187 0.17
H 8.671 -3.956 2.534 0.21
H 5.657 -1.531 3.654 0.22
H 6.807 -2.051 4.838 0.16
```

Computed properties:
Multiplicity: 1
SMILES: CCCOCc1c(N)cc2c(c1CSCC)Sc1c(O)ccc(CCCSC(=S)n3ccnc3)c1N2.NC(N)=O.NC(N)=O.NC(N)=O
E_HOMO, eV: -7.2


No. 2
Formula: C42H26BrF4N4O4PRh
Source: OMol25
Level of theory: ωB97M-V/def2-TZVPD

XYZ file:
```
83
Properties=species:S:1:pos:R:3:lowdin_spin:R:1
Rh 0.504 -2.040 -0.532 0.79
F 3.818 -6.010 4.179 0.00
C 2.879 -5.321 3.561 0.00
C 1.626 -5.179 4.142 0.00
F 1.377 -5.728 5.319 0.00
C 0.646 -4.459 3.482 0.00
F -0.561 -4.361 4.033 0.00
C 0.891 -3.852 2.256 0.00
P -0.390 -2.810 1.434 0.01
C -1.715 -4.031 1.187 0.01
C -1.332 -5.312 0.782 0.01
C -2.288 -6.276 0.512 0.00
C -3.636 -5.969 0.631 0.00
C -4.024 -4.688 0.991 0.00
C -3.070 -3.717 1.256 0.00
C -0.796 -1.675 2.797 0.00
C 0.175 -0.699 3.030 0.00
C -0.007 0.254 4.015 0.00
C -1.166 0.239 4.779 0.00
C -2.115 -0.752 4.577 0.00
C -1.936 -1.714 3.594 0.00
C 2.144 -4.024 1.686 0.00
Br 2.496 -3.301 -0.028 0.02
C 3.132 -4.752 2.322 0.00
F 4.320 -4.920 1.752 0.00
H -0.281 -5.555 0.677 0.00
H -1.980 -7.266 0.204 0.00
H -4.382 -6.726 0.431 0.00
H -5.075 -4.442 1.061 0.00
H -3.393 -2.719 1.519 0.00
H 1.079 -0.703 2.436 0.00
H 0.750 1.009 4.180 0.00
H -1.329 0.997 5.534 0.00
H -3.003 -0.784 5.195 0.00
H -2.668 -2.499 3.478 0.00
C 2.237 6.561 -1.556 0.00
O 1.973 6.577 -2.952 0.08
C 1.079 5.722 -3.452 0.12
C 0.313 4.835 -2.684 0.01
C -0.545 3.961 -3.300 0.14
C -0.637 3.908 -4.717 0.09
C 0.103 4.849 -5.479 0.09
C 0.930 5.735 -4.853 -0.01
N -1.385 2.977 -5.327 0.78
N -1.996 2.002 -4.754 0.62
C -1.317 0.895 -4.358 0.26
C -0.133 0.446 -4.979 0.08
C 0.699 -0.460 -4.365 0.14
C 0.383 -0.966 -3.084 0.14
O 1.170 -1.708 -2.405 0.28
C -0.890 -0.617 -2.506 0.06
N -1.161 -1.149 -1.293 0.03
C -2.304 -0.832 -0.707 0.02
C -3.253 -0.005 -1.301 0.01
C -2.991 0.553 -2.528 0.03
C -1.771 0.261 -3.150 0.04
H 3.087 7.221 -1.409 0.00
H 2.494 5.558 -1.208 0.00
H 1.382 6.937 -0.989 0.00
H 0.393 4.823 -1.605 0.00
H -1.141 3.275 -2.711 0.01
H -0.006 4.841 -6.555 0.01
H 1.504 6.463 -5.411 0.00
H 0.132 0.873 -5.936 0.00
H 1.642 -0.744 -4.813 0.00
H -2.473 -1.234 0.281 0.00
H -4.171 0.213 -0.775 0.00
H -3.692 1.217 -3.015 0.00
O 3.298 -0.472 0.714 0.00
C 2.405 0.342 0.595 0.01
N 1.146 0.111 0.082 0.11
C 0.382 1.250 0.165 0.01
O -0.772 1.371 -0.213 0.00
C 1.215 2.323 0.806 0.00
C 0.925 3.622 1.167 0.00
C 1.927 4.354 1.802 0.00
C 3.174 3.796 2.055 0.00
C 3.460 2.483 1.680 0.00
C 2.460 1.770 1.056 0.00
H -0.051 4.052 0.979 0.00
H 1.731 5.373 2.113 0.00
H 3.932 4.386 2.552 0.00
H 4.427 2.038 1.873 0.00
```

Computed properties:
Multiplicity: 5
Net charge: +1
E_HOMO (alpha / beta), eV: -10.1 / -11.2
Energy above the lowest of the compared OMol25 structures with the same formula, charge and spin, eV: 1.167


No. 3
Formula: C5H28N2O9
Source: OMol25
Level of theory: ωB97M-V/def2-TZVPD

XYZ file:
```
44
Properties=species:S:1:pos:R:3:mulliken_charge:R:1
C -0.069 2.320 -1.692 -0.93
N -0.887 1.877 -0.568 -0.03
C -0.670 1.109 0.552 0.38
O -1.602 1.196 1.362 -0.77
C 0.638 0.351 0.908 0.01
C 0.748 0.407 2.479 -1.28
N 1.811 0.691 0.159 0.06
C 2.430 2.011 0.446 -0.90
H 0.215 3.366 -1.730 0.34
H -0.326 1.854 -2.640 0.31
H 0.912 1.829 -1.643 0.13
H -1.755 2.403 -0.520 0.44
H 0.425 -0.713 0.744 0.40
H -0.084 1.021 2.797 0.42
H 1.692 0.811 2.781 0.43
H 0.589 -0.560 2.922 0.26
H 2.017 0.309 -0.781 0.12
H 2.610 2.182 1.523 0.29
H 3.416 1.879 -0.018 0.36
H 1.901 2.760 -0.147 0.26
O -4.479 0.342 0.576 -0.64
H -3.776 0.913 0.918 0.33
H -4.643 0.723 -0.306 0.37
O -3.545 1.705 -1.787 -0.70
H -3.050 2.086 -2.552 0.28
H -3.066 0.857 -1.622 0.32
O 1.805 -3.103 -1.516 -0.63
H 2.695 -3.024 -1.142 0.32
H 1.133 -3.447 -0.927 0.30
O -0.150 -3.723 1.981 -0.60
H 0.284 -3.411 2.780 0.29
H -1.065 -3.572 2.235 0.31
O -1.890 -1.880 1.524 -0.72
H -2.672 -1.538 1.980 0.29
H -1.190 -1.236 1.481 0.27
O 4.332 -0.985 1.062 -0.68
H 3.479 -0.635 1.405 0.38
H 4.054 -0.786 0.155 0.29
O -2.927 -1.437 -1.883 -0.62
H -3.041 -1.723 -0.961 0.35
H -3.364 -2.107 -2.412 0.27
O 2.405 0.026 -2.576 -0.71
H 3.081 -0.659 -2.642 0.28
H 1.579 -0.490 -2.707 0.33
```

Computed properties:
Multiplicity: 1
SMILES: CNC(=O)[C@H](C)NC.O.O.O.O.O.O.O.O
E_HOMO, eV: -8.9
Energy above the lowest of the compared OMol25 structures with the same formula, charge and spin, eV: 3.832